(1)
C22H39Cl3N3O3SiSn as an isolated structure at a distorted geometry. Source: the Open Molecules 2025 dataset; level of theory: ωB97M-V/def2-TZVPD.

```
72
Properties=species:S:1:pos:R:3:lowdin_charge:R:1
C 2.6860 -2.4510 -1.8346 -0.091
C 2.0981 -1.6386 -2.9542 -0.224
H 2.0738 -3.3532 -1.7216 0.055
H 2.6672 -1.9512 -0.8596 0.045
H 3.7104 -2.7461 -2.1028 0.081
C 1.9559 -2.1282 -4.1743 -0.141
C 2.2351 -3.5280 -4.5797 -0.107
H 1.6601 -1.4572 -4.9845 0.092
H 1.6879 -4.2408 -3.9739 0.073
H 3.2868 -3.7987 -4.5742 0.070
H 1.8707 -3.6008 -5.5961 0.059
Sn 1.6859 0.3179 1.6796 0.657
Cl 3.5147 1.0830 3.0965 -0.217
Cl 2.2874 2.1447 0.0896 -0.038
C 0.5049 2.9416 2.5907 -0.324
O 0.2404 1.7053 2.6685 -0.279
N -0.4597 3.8691 2.3949 -0.162
C -1.8696 3.4518 2.4303 -0.021
C -0.0669 5.1227 1.7498 -0.042
H 1.5248 3.3354 2.6144 0.101
H -2.0844 2.8915 3.3518 0.102
H -2.1241 2.8320 1.5605 0.076
H -2.4682 4.3629 2.4023 0.081
H 0.8760 5.4932 2.1898 0.096
H -0.8698 5.8493 1.8887 0.080
H 0.1031 4.9549 0.6706 0.095
H -0.5933 -5.1770 4.2436 0.077
H -0.9118 -3.4063 1.3680 -0.050
C -1.6020 -4.7702 4.0654 -0.069
C -1.9034 -3.4856 1.9120 -0.143
N -1.5760 -3.4865 3.3311 -0.182
H -2.1230 -4.6602 5.0370 0.078
C -1.7601 -2.2067 3.9159 -0.277
O -2.1929 -1.1692 3.3283 -0.064
H -2.4789 -2.5598 1.6616 0.069
H -1.4751 -2.1686 4.9973 0.108
H -2.1289 -5.5149 3.4494 0.075
H -2.4053 -4.4208 1.5775 0.082
O 0.7675 -0.1930 -1.4903 -0.407
C 1.6743 -0.2043 -2.5869 -0.299
C 0.0981 0.2719 -4.5879 -0.060
C 1.1470 0.6649 -3.7130 -0.173
H -0.3559 -0.7068 -4.4614 0.109
C -0.3281 1.2037 -5.5473 -0.082
H 2.6070 0.2526 -2.1892 0.121
C 1.8168 1.8720 -3.8503 -0.034
H -1.1032 0.9132 -6.2382 0.091
C 0.2974 2.4569 -5.6413 -0.111
C 1.3624 2.8002 -4.8087 -0.084
H 2.6655 2.1171 -3.1992 0.110
H 0.0409 3.1118 -6.4506 0.081
H 1.9010 3.7305 -4.9113 0.089
Si -0.7916 0.2607 -0.9205 0.230
Cl -0.0276 -2.2195 -0.1180 0.126
C -1.9386 -0.3285 -2.2252 -0.193
C -0.7049 2.1373 -1.3420 -0.187
C -1.8044 0.0527 0.6832 -0.254
H -1.8799 0.3445 -3.0908 0.009
H -2.9469 -0.2948 -1.7974 0.024
H -1.6889 -1.3434 -2.5630 0.029
H -1.6182 -1.0225 1.0455 -0.053
H -2.9147 0.0894 0.5027 0.051
H -1.5227 0.7141 1.5236 -0.017
H -0.9417 2.1940 -2.4410 0.027
H 0.2995 2.5894 -1.1724 -0.059
H -1.4559 2.7192 -0.7850 0.004
C 0.1627 0.0022 7.0346 -0.072
C 0.5394 -0.3275 5.6775 -0.244
N 0.8343 -0.5368 4.5585 0.155
H 0.8755 -0.4934 7.6928 0.080
H -0.8479 -0.3466 7.2833 0.083
H 0.2058 1.0830 7.2194 0.087
```

The HOMO energy is -4.13 eV. As for the total charge: -1. As for the HOMO-LUMO gap: 6.44 eV. For the energy above the lowest of the compared OMol25 structures with the same formula, charge and spin, the calculation gives 0.000 eV. The calculation puts the LUMO energy at 2.3 eV.

(2)
A 2-piece molecular cluster, C22H39F2N2O3S overall. Source: the Open Molecules 2025 dataset; level of theory: ωB97M-V/def2-TZVPD.

```
69
Properties=species:S:1:pos:R:3:nbo_charge:R:1
C -1.8094 0.0306 -0.0300 -0.631
C -1.1794 -1.3393 0.0783 -0.046
C -1.9040 -2.3923 -0.4567 -0.182
C -1.4608 -3.6990 -0.3752 -0.189
C -0.2691 -3.9657 0.2898 -0.219
C 0.4597 -2.9148 0.8095 -0.238
C 0.0549 -1.5917 0.6933 0.017
C 0.9212 -0.5087 1.2981 -0.430
C 1.8600 0.3193 0.4000 -0.236
C 1.1804 0.8992 -0.8333 -0.442
C 2.0441 1.9461 -1.5942 -0.026
C 1.6537 3.3616 -1.0862 -0.389
C 0.4756 4.0627 -1.7521 -0.450
C -0.8770 3.4366 -1.4847 0.062
F -1.8698 4.2939 -1.9217 -0.355
C 1.7819 1.8612 -3.1143 -0.450
C 2.4445 0.7644 -3.9536 0.206
C 3.8402 1.0309 -4.4900 -0.647
F 2.4789 -0.4496 -3.2282 -0.398
C 3.5237 1.8045 -1.2178 -0.237
N 3.9634 0.3991 -0.9589 -0.532
C 3.1447 -0.4295 0.0438 0.126
N 3.0624 -1.7306 -0.5482 -0.843
H -1.5170 0.6892 0.7888 0.204
H -1.5408 0.5345 -0.9592 0.208
H -2.8918 -0.0578 0.0128 0.243
H -2.8356 -2.1720 -0.9586 0.225
H -2.0351 -4.5039 -0.8087 0.230
H 0.0945 -4.9764 0.4018 0.226
H 1.3766 -3.1272 1.3463 0.194
H 0.2695 0.2209 1.7803 0.228
H 1.5188 -0.9554 2.0961 0.219
H 2.1555 1.1689 1.0263 0.212
H 0.2991 1.4319 -0.4804 0.241
H 0.8184 0.1048 -1.4851 0.233
H 1.4641 3.2835 -0.0124 0.208
H 2.5221 4.0152 -1.2058 0.216
H 0.6366 4.1939 -2.8212 0.215
H 0.4193 5.0710 -1.3372 0.239
H -1.0151 3.2773 -0.4110 0.159
H -1.0240 2.4807 -1.9927 0.154
H 0.7043 1.7958 -3.2557 0.231
H 2.0920 2.7937 -3.5923 0.227
H 1.8063 0.5884 -4.8190 0.193
H 4.0655 0.3331 -5.2923 0.244
H 4.6285 0.9295 -3.7450 0.190
H 3.8862 2.0399 -4.8955 0.233
H 3.7362 2.3592 -0.3057 0.226
H 4.1598 2.2120 -1.9995 0.237
H 4.9216 0.4287 -0.6144 0.432
H 3.9875 -0.1670 -1.8110 0.466
H 3.7600 -0.5199 0.9377 0.210
H 2.2427 -1.8528 -1.1289 0.394
H 3.0975 -2.4664 0.1378 0.395
O -4.3462 -2.4219 2.0258 -0.951
S -3.8468 -2.4893 3.3701 2.391
O -4.3598 -3.4547 4.2877 -0.924
O -3.9441 -1.0419 4.0137 -0.728
C -5.2380 -0.3844 3.9901 -0.075
C -6.2081 -0.9456 5.0065 -0.643
C -2.0997 -2.6131 3.3080 -0.896
H -5.6356 -0.4360 2.9756 0.199
H -5.0027 0.6548 4.2093 0.195
H -6.4847 -1.9725 4.7756 0.232
H -7.1127 -0.3375 5.0094 0.223
H -5.7707 -0.9297 6.0043 0.220
H -1.7083 -1.8917 2.5993 0.242
H -1.8710 -3.6173 2.9553 0.259
H -1.6943 -2.4615 4.3056 0.254
```

The HOMO energy is -11.75 eV. As for the total charge: +1. As for the HOMO-LUMO gap: 8.94 eV. The calculation puts the LUMO energy at -2.8 eV.

(3)
C22H39N3O4PdS as an isolated structure at a distorted geometry. Source: the Open Molecules 2025 dataset; level of theory: ωB97M-V/def2-TZVPD.

```
70
Properties=species:S:1:pos:R:3:nbo_charge:R:1
Pd 1.7430 0.0337 -1.4200 -0.069
C -4.1858 0.7719 0.0877 -0.410
N -3.0061 0.3421 0.8046 -0.442
C -2.5315 1.2045 1.8734 -0.430
C -2.2450 -0.6552 0.2856 0.672
O -2.6246 -1.3553 -0.6467 -0.671
C -0.9143 -0.8890 0.9920 -0.207
O -0.1793 -1.9580 0.4576 -0.496
C -0.8761 -3.1634 0.3680 -0.146
C -1.0365 -3.6552 -1.0677 0.688
O -0.3512 -3.2645 -1.9790 -0.575
N -2.0070 -4.6361 -1.2628 -0.458
C -2.4346 -5.5027 -0.1896 -0.402
C -2.0451 -5.2361 -2.5780 -0.409
H -4.0140 1.7407 -0.3903 0.198
H -5.0303 0.8695 0.7769 0.171
H -4.4212 0.0331 -0.6736 0.234
H -3.2682 1.9877 2.0314 0.203
H -1.5893 1.6903 1.6313 0.273
H -2.4186 0.6467 2.8075 0.180
H -1.1013 -1.0467 2.0641 0.166
H -0.2754 -0.0014 0.8722 0.315
H -1.8584 -3.0934 0.8392 0.185
H -0.3035 -3.9364 0.9070 0.171
H -2.5870 -4.9481 0.7315 0.212
H -1.7170 -6.3130 0.0084 0.166
H -3.3884 -5.9619 -0.4591 0.187
H -1.8111 -4.4781 -3.3192 0.247
H -3.0450 -5.6361 -2.7602 0.177
H -1.3158 -6.0513 -2.6834 0.167
C 3.1006 -2.8830 -2.1610 -0.836
S 3.1881 -1.0942 -2.4647 1.324
C 4.7045 -0.8548 -1.4950 -0.837
O 3.6971 -1.0315 -3.8782 -1.054
H 4.0644 -3.3440 -2.3951 0.186
H 2.3202 -3.2637 -2.8165 0.237
H 2.8063 -3.0391 -1.1232 0.221
H 4.5387 -1.2200 -0.4818 0.219
H 4.8938 0.2151 -1.4608 0.235
H 5.5192 -1.3834 -1.9992 0.191
C 1.7999 0.1653 2.7477 -0.617
C 2.0203 1.6819 2.7546 -0.215
C 3.3755 2.0068 2.1127 -0.618
C 0.9032 2.4914 2.1157 -0.167
C 0.2083 3.3764 2.9117 -0.215
C -0.7583 4.2663 2.4214 -0.454
C -0.9342 4.2842 1.0266 -0.248
C -0.2908 3.4294 0.1593 -0.080
C -0.4751 3.6622 -1.3294 -0.233
C 0.8507 4.0586 -1.9920 -0.615
C -1.1045 2.4981 -2.1015 -0.609
C 0.6440 2.3714 0.6475 0.151
N 1.2024 1.4773 -0.0863 -1.092
H 2.6417 -0.3470 3.2327 0.168
H 1.7195 -0.1863 1.7187 0.252
H 0.8866 -0.0967 3.2907 0.178
H 2.0611 1.9985 3.8076 0.161
H 3.3175 1.7694 1.0485 0.258
H 4.1824 1.4208 2.5713 0.165
H 3.6080 3.0693 2.2263 0.187
H 0.4395 3.3917 3.9795 0.163
H -1.2815 4.9583 3.0720 0.171
H -1.6138 5.0246 0.5978 0.164
H -1.1594 4.5199 -1.4151 0.160
H 1.5537 3.2294 -1.8965 0.252
H 1.2757 4.9400 -1.5038 0.186
H 0.7085 4.2796 -3.0572 0.169
H -0.4147 1.6549 -2.1222 0.248
H -1.3219 2.7984 -3.1345 0.169
H -2.0384 2.1662 -1.6370 0.179
```

The HOMO energy is 1.01 eV. As for the total charge: -2. As for the HOMO-LUMO gap: 3.25 eV. For the energy above the lowest of the compared OMol25 structures with the same formula, charge and spin, the calculation gives 1.085 eV. The calculation puts the LUMO energy at 4.3 eV.

What did the second record say?
A 2-piece molecular cluster, C22H39F2N2O3S overall. Source: the Open Molecules 2025 dataset; level of theory: ωB97M-V/def2-TZVPD.

```
69
Properties=species:S:1:pos:R:3:nbo_charge:R:1
C -1.8094 0.0306 -0.0300 -0.631
C -1.1794 -1.3393 0.0783 -0.046
C -1.9040 -2.3923 -0.4567 -0.182
C -1.4608 -3.6990 -0.3752 -0.189
C -0.2691 -3.9657 0.2898 -0.219
C 0.4597 -2.9148 0.8095 -0.238
C 0.0549 -1.5917 0.6933 0.017
C 0.9212 -0.5087 1.2981 -0.430
C 1.8600 0.3193 0.4000 -0.236
C 1.1804 0.8992 -0.8333 -0.442
C 2.0441 1.9461 -1.5942 -0.026
C 1.6537 3.3616 -1.0862 -0.389
C 0.4756 4.0627 -1.7521 -0.450
C -0.8770 3.4366 -1.4847 0.062
F -1.8698 4.2939 -1.9217 -0.355
C 1.7819 1.8612 -3.1143 -0.450
C 2.4445 0.7644 -3.9536 0.206
C 3.8402 1.0309 -4.4900 -0.647
F 2.4789 -0.4496 -3.2282 -0.398
C 3.5237 1.8045 -1.2178 -0.237
N 3.9634 0.3991 -0.9589 -0.532
C 3.1447 -0.4295 0.0438 0.126
N 3.0624 -1.7306 -0.5482 -0.843
H -1.5170 0.6892 0.7888 0.204
H -1.5408 0.5345 -0.9592 0.208
H -2.8918 -0.0578 0.0128 0.243
H -2.8356 -2.1720 -0.9586 0.225
H -2.0351 -4.5039 -0.8087 0.230
H 0.0945 -4.9764 0.4018 0.226
H 1.3766 -3.1272 1.3463 0.194
H 0.2695 0.2209 1.7803 0.228
H 1.5188 -0.9554 2.0961 0.219
H 2.1555 1.1689 1.0263 0.212
H 0.2991 1.4319 -0.4804 0.241
H 0.8184 0.1048 -1.4851 0.233
H 1.4641 3.2835 -0.0124 0.208
H 2.5221 4.0152 -1.2058 0.216
H 0.6366 4.1939 -2.8212 0.215
H 0.4193 5.0710 -1.3372 0.239
H -1.0151 3.2773 -0.4110 0.159
H -1.0240 2.4807 -1.9927 0.154
H 0.7043 1.7958 -3.2557 0.231
H 2.0920 2.7937 -3.5923 0.227
H 1.8063 0.5884 -4.8190 0.193
H 4.0655 0.3331 -5.2923 0.244
H 4.6285 0.9295 -3.7450 0.190
H 3.8862 2.0399 -4.8955 0.233
H 3.7362 2.3592 -0.3057 0.226
H 4.1598 2.2120 -1.9995 0.237
H 4.9216 0.4287 -0.6144 0.432
H 3.9875 -0.1670 -1.8110 0.466
H 3.7600 -0.5199 0.9377 0.210
H 2.2427 -1.8528 -1.1289 0.394
H 3.0975 -2.4664 0.1378 0.395
O -4.3462 -2.4219 2.0258 -0.951
S -3.8468 -2.4893 3.3701 2.391
O -4.3598 -3.4547 4.2877 -0.924
O -3.9441 -1.0419 4.0137 -0.728
C -5.2380 -0.3844 3.9901 -0.075
C -6.2081 -0.9456 5.0065 -0.643
C -2.0997 -2.6131 3.3080 -0.896
H -5.6356 -0.4360 2.9756 0.199
H -5.0027 0.6548 4.2093 0.195
H -6.4847 -1.9725 4.7756 0.232
H -7.1127 -0.3375 5.0094 0.223
H -5.7707 -0.9297 6.0043 0.220
H -1.7083 -1.8917 2.5993 0.242
H -1.8710 -3.6173 2.9553 0.259
H -1.6943 -2.4615 4.3056 0.254
```

The HOMO energy is -11.75 eV. As for the total charge: +1. As for the HOMO-LUMO gap: 8.94 eV. The calculation puts the LUMO energy at -2.8 eV.